<i>
The following is a quantum chemistry calculation of a 2-piece molecular cluster, CH4F2P2 overall, from the OMol25 dataset.

Output
Orbital gap: 9.73 eV

```
9
Properties=species:S:1:pos:R:3:nbo_charge:R:1
H -1.25 0.50 -1.80 -0.03
H -2.22 0.97 -0.08 0.00
P 1.67 -0.21 -0.43 0.32
P -1.52 -0.14 -0.58 0.40
H 1.22 -1.51 -0.64 0.03
F -0.24 -1.00 1.65 -0.64
F 0.08 1.45 0.90 -0.30
C 0.06 0.37 0.16 0.19
H 2.19 -0.44 0.83 0.04
```

***

<ii>
The following is a quantum chemistry calculation of one molecule with the formula CH4F2P2, from the OMol25 dataset.

Output
Orbital gap: 11.01 eV
Structure (SMILES): FC(F)(P)P

```
9
Properties=species:S:1:pos:R:3:nbo_charge:R:1
P -1.52 -0.95 0.64 0.29
F -0.76 0.77 -1.46 -0.37
C -0.92 0.67 -0.07 0.22
H 1.22 0.36 -0.16 -0.02
F -2.09 1.56 0.18 -0.41
P 0.74 1.31 0.68 0.31
H 0.56 0.22 1.70 -0.01
H -2.79 -0.74 0.07 0.01
H -0.83 -1.57 -0.38 -0.01
```

***

Most stable one: <ii>, least stable one: <i>.